125
Properties=species:S:1:pos:R:3 method="wB97M-V/def2-TZVPD" charge=-1 orbital_gap_ev="3.75 / 4.30" s_squared=6.012 largest_force_ev_per_a=14.9 energy_ha=-3583.40219 spin_multiplicity=5
Co 17.73 -22.84 -12.95
C 17.02 -21.83 -11.03
O 16.75 -21.24 -12.10
O 18.23 -22.04 -11.18
O 16.60 -22.97 -11.24
C 16.30 -21.77 -7.23
C 15.90 -23.21 -6.78
C 14.50 -23.06 -6.16
C 13.84 -24.37 -5.80
C 13.60 -25.15 -7.05
C 14.87 -25.37 -7.91
N 15.71 -24.10 -7.98
O 16.93 -24.34 -8.63
C 15.69 -26.63 -7.41
C 14.28 -25.71 -9.30
C 16.99 -23.63 -5.79
H 17.30 -21.73 -7.67
H 16.29 -21.11 -6.37
H 15.60 -21.41 -7.99
H 14.62 -22.36 -5.34
H 13.72 -22.64 -6.79
H 12.88 -24.30 -5.28
H 14.48 -25.07 -5.26
H 12.86 -24.64 -7.66
H 13.33 -26.18 -6.85
H 16.69 -26.77 -7.81
H 16.05 -26.50 -6.39
H 15.08 -27.50 -7.68
H 13.45 -26.41 -9.20
H 13.90 -24.76 -9.69
H 15.04 -26.18 -9.93
H 16.86 -24.63 -5.36
H 17.12 -22.88 -5.02
H 18.00 -23.70 -6.21
H 16.75 -23.90 -9.47
C 11.59 -20.60 -10.90
C 12.46 -21.57 -11.76
C 11.48 -22.59 -12.36
C 10.61 -21.98 -13.43
C 11.50 -21.42 -14.56
C 12.56 -20.40 -14.11
N 13.19 -20.88 -12.81
O 14.29 -20.08 -12.30
C 13.69 -20.36 -15.18
C 11.94 -19.01 -14.01
C 13.35 -22.41 -10.84
H 10.81 -20.08 -11.47
H 12.17 -19.77 -10.50
H 11.08 -21.13 -10.10
H 12.00 -23.43 -12.82
H 10.90 -23.03 -11.55
H 9.96 -21.17 -13.09
H 10.01 -22.74 -13.93
H 10.83 -20.98 -15.29
H 12.05 -22.27 -14.97
H 14.26 -21.27 -15.35
H 13.26 -20.03 -16.12
H 14.38 -19.61 -14.79
H 11.97 -18.53 -14.99
H 10.87 -18.95 -13.80
H 12.44 -18.40 -13.25
H 14.09 -21.84 -10.27
H 13.87 -23.17 -11.42
H 12.82 -22.91 -10.03
H 15.02 -20.69 -12.22
C 19.53 -25.09 -12.64
C 18.42 -25.75 -13.36
C 17.70 -26.57 -12.19
C 16.38 -27.14 -12.56
C 15.60 -25.93 -13.16
C 16.19 -25.03 -14.27
N 17.57 -24.72 -13.99
O 18.20 -23.95 -14.92
C 15.94 -25.85 -15.55
C 15.33 -23.68 -14.43
C 18.98 -26.68 -14.46
H 19.27 -24.46 -11.79
H 20.15 -24.46 -13.27
H 20.14 -25.87 -12.18
H 18.34 -27.44 -12.03
H 17.59 -25.99 -11.28
H 15.80 -27.61 -11.76
H 16.47 -27.90 -13.34
H 15.25 -25.34 -12.31
H 14.66 -26.34 -13.52
H 16.19 -25.26 -16.44
H 16.56 -26.74 -15.61
H 14.90 -26.18 -15.62
H 14.32 -23.91 -14.77
H 15.21 -23.06 -13.54
H 15.71 -23.02 -15.22
H 18.73 -27.73 -14.37
H 20.03 -26.89 -14.25
H 18.90 -26.29 -15.47
H 18.33 -24.51 -15.69
C 19.08 -18.20 -14.55
C 19.34 -19.38 -15.49
C 20.43 -19.09 -16.50
C 21.81 -19.03 -15.90
C 22.15 -20.42 -15.33
C 21.17 -20.85 -14.30
N 19.80 -20.59 -14.79
O 18.84 -21.15 -14.06
C 21.34 -22.33 -14.31
C 21.39 -20.31 -12.87
C 18.07 -19.60 -16.39
H 18.20 -18.34 -13.93
H 18.91 -17.29 -15.15
H 19.85 -17.96 -13.82
H 20.53 -19.80 -17.31
H 20.05 -18.25 -17.08
H 21.84 -18.16 -15.24
H 22.46 -18.76 -16.73
H 23.17 -20.32 -14.97
H 22.29 -21.12 -16.14
H 20.98 -22.85 -15.19
H 22.39 -22.63 -14.23
H 20.92 -22.58 -13.33
H 22.37 -20.64 -12.51
H 21.48 -19.22 -12.79
H 20.61 -20.58 -12.16
H 17.36 -20.31 -15.95
H 18.32 -20.01 -17.36
H 17.56 -18.67 -16.62
H 18.94 -20.68 -13.23